Molecular formula: C5H4FN4
Method: DFT, ωB97M-V/def2-TZVPD

E ... -511.44595 a.u.
Net charge ... +1
Energy above the lowest of the compared OMol25 structures with the same formula, charge and spin ... 0.977 eV
Orbital gap ... 7.50 eV
SMILES ... F[C@]12N=CN=CC1=NC=[NH+]2
Largest force on an atom ... 5.3 eV Å⁻¹
LUMO ... -0.2695 hartree

Each line ends with the Mulliken charge.
Positions of all 14 atoms, in Å:
1 N -1.4682 0.7708 0.1373  -0.106
2 C -0.1126 0.8984 -0.2757  1.067
3 N -0.8935 -1.2387 -0.5604  -0.393
4 N 2.4257 -0.5684 -0.2210  -0.383
5 H -2.0983 1.5305 0.5724  0.309
6 C 0.1994 -0.5562 -0.7833  0.196
7 C 1.5273 -1.0839 -0.9894  -0.159
8 H 2.9635 1.0936 1.0788  0.327
9 F -0.0572 1.9135 -1.1476  -0.260
10 C 2.0764 0.4809 0.5536  0.086
11 H -2.7838 -0.7781 0.1744  0.506
12 H 1.6913 -1.8420 -1.7157  0.412
13 C -1.8587 -0.4791 -0.0817  -0.144
14 N 0.9980 1.1919 0.6151  -0.458

Cartesian forces (eV/Å) of the 2 atoms listed first:
-1.989 -0.029 1.731
2.572 -0.147 -1.167